[1]
{"formula": "C25H47N2O8", "method": "ωB97M-V with the def2-TZVPD basis set", "elements": ["C", "C", "N", "C", "C", "C", "C", "N", "C", "C", "C", "H", "H", "H", "H", "H", "H", "H", "H", "H", "H", "H", "H", "H", "H", "H", "O", "C", "O", "C", "C", "C", "H", "H", "H", "H", "H", "H", "H", "H", "O", "C", "O", "C", "C", "C", "H", "H", "H", "H", "H", "H", "H", "H", "O", "C", "O", "C", "C", "C", "H", "H", "H", "H", "H", "H", "H", "H", "O", "C", "O", "C", "C", "C", "H", "H", "H", "H", "H", "H", "H", "H"], "coordinates": [[2.8725, 0.2548, -1.8562], [2.6376, 0.1199, -3.3596], [2.4018, 1.4239, -4.0596], [1.4098, 2.1919, -3.3554], [1.7339, 3.4365, -2.8617], [0.7368, 4.1121, -2.1552], [-0.4820, 3.5522, -1.9997], [-0.7929, 2.3505, -2.5044], [-2.1836, 1.8702, -2.2829], [-2.4331, 0.3941, -2.6424], [0.1455, 1.6786, -3.1602], [3.7325, 0.9082, -1.6853], [3.1224, -0.7486, -1.4906], [1.9861, 0.5617, -1.2923], [3.5495, -0.3086, -3.7892], [1.8210, -0.5767, -3.6055], [1.9783, 1.1744, -4.9514], [2.7252, 3.8756, -3.0181], [0.9849, 5.0853, -1.7466], [-1.2440, 4.0881, -1.4425], [-2.4415, 2.0234, -1.2335], [-2.8499, 2.4807, -2.8989], [-2.9198, 0.2904, -3.6152], [-1.5572, -0.2530, -2.5678], [-3.1649, 0.0160, -1.9184], [-0.0729, 0.7058, -3.5818], [4.6541, 5.0169, -3.6381], [4.7134, 6.1154, -4.1309], [3.9666, 7.1030, -3.6144], [4.1074, 8.4827, -3.9856], [3.2826, 8.8170, -5.2105], [5.5336, 6.3763, -5.3683], [5.1582, 8.7464, -4.1070], [3.7423, 9.0542, -3.1337], [3.6130, 8.2533, -6.0834], [3.3533, 9.8801, -5.4393], [2.2354, 8.5629, -5.0428], [4.9377, 6.1334, -6.2472], [6.4071, 5.7290, -5.3411], [5.9015, 7.3963, -5.4458], [-0.0286, -4.3087, 2.9707], [0.6540, -3.3368, 2.7943], [0.0969, -2.1167, 2.9292], [0.8432, -0.8973, 2.9325], [1.0540, -0.3858, 1.5229], [2.0866, -3.4499, 2.3347], [1.7785, -1.0094, 3.4817], [0.2417, -0.1824, 3.4924], [1.6416, -1.0825, 0.9237], [1.5662, 0.5774, 1.5357], [0.0917, -0.2664, 1.0204], [2.1062, -3.5258, 1.2479], [2.5107, -4.3557, 2.7614], [2.7195, -2.6256, 2.6564], [-4.4050, -5.7294, 8.3380], [-3.3310, -5.6569, 7.8098], [-3.2468, -5.1891, 6.5479], [-2.0117, -4.8714, 5.9000], [-1.3960, -6.0837, 5.2368], [-2.0819, -6.1645, 8.4912], [-1.3233, -4.3835, 6.5929], [-2.2605, -4.1316, 5.1394], [-1.1413, -6.8559, 5.9643], [-0.4936, -5.8036, 4.6987], [-2.1004, -6.5290, 4.5333], [-1.9814, -7.2320, 8.2997], [-2.1895, -6.0037, 9.5614], [-1.1727, -5.6508, 8.1863], [-5.8576, -1.5389, -1.4395], [-5.3545, -2.0309, -0.4662], [-4.0372, -1.8366, -0.2495], [-3.3633, -2.1923, 0.9681], [-2.9056, -3.6343, 0.9513], [-6.1314, -2.9300, 0.4618], [-3.9827, -1.9634, 1.8362], [-2.4935, -1.5369, 1.0266], [-3.7498, -4.3209, 0.8816], [-2.3429, -3.8674, 1.8554], [-2.2697, -3.8197, 0.0841], [-6.1075, -3.9473, 0.0734], [-7.1618, -2.5834, 0.4876], [-5.7715, -2.9216, 1.4882]], "forces_ev_per_a": [[-0.031, -0.579, -0.374], [0.317, 0.027, -0.256], [-0.718, -0.392, 0.485], [0.906, -0.160, -0.507], [-0.077, 0.296, 0.213], [1.538, 0.506, -0.322], [-0.899, 0.721, 0.716], [-0.229, 0.213, 0.310], [-0.489, -0.976, -0.396], [-0.523, 0.187, 0.342], [0.009, -0.523, -0.539], [-0.266, 0.048, 0.186], [0.083, 0.224, 0.024], [0.207, 0.237, -0.092], [-0.210, 0.100, -0.078], [0.110, -0.014, 0.357], [0.388, 0.177, -0.142], [-0.242, -0.201, 0.019], [-0.354, -0.082, 0.068], [-0.130, -0.328, -0.155], [0.329, 0.216, -0.115], [0.221, 0.141, 0.194], [0.402, -0.025, -0.004], [-0.101, 0.109, 0.012], [0.152, -0.071, -0.156], [-0.348, 0.125, 0.187], [-0.277, 0.021, 0.143], [0.066, -0.047, -0.390], [-0.073, -0.078, 0.409], [-0.069, 0.268, -0.237], [-0.016, -0.186, -0.103], [0.473, 0.180, 0.228], [0.006, -0.096, -0.042], [-0.007, -0.178, 0.094], [0.071, 0.076, -0.012], [0.000, -0.006, 0.018], [0.004, 0.077, 0.063], [-0.012, 0.024, 0.007], [-0.146, -0.159, -0.038], [-0.173, 0.042, -0.104], [-0.105, 0.223, -0.010], [0.240, -0.190, -0.294], [-0.337, 0.065, 0.279], [0.116, 0.143, -0.156], [0.032, -0.066, -0.173], [0.258, 0.085, 0.453], [0.019, -0.072, -0.074], [-0.111, -0.148, 0.043], [0.082, 0.025, 0.064], [0.003, -0.008, 0.020], [-0.023, 0.050, 0.072], [-0.007, 0.009, 0.004], [-0.133, -0.102, -0.143], [-0.046, 0.083, -0.169], [-0.040, 0.107, -0.142], [0.121, -0.336, 0.150], [-0.264, 0.318, -0.090], [0.209, -0.140, -0.122], [0.012, -0.242, 0.164], [0.221, 0.438, 0.184], [-0.017, -0.065, 0.053], [-0.132, -0.007, 0.058], [0.023, 0.059, 0.047], [-0.036, 0.002, -0.032], [0.010, 0.089, -0.047], [0.009, 0.010, -0.025], [-0.158, -0.157, -0.014], [0.021, -0.150, -0.144], [0.239, 0.156, -0.008], [-0.328, -0.384, -0.034], [0.303, 0.482, -0.075], [0.055, -0.323, 0.134], [-0.103, -0.099, -0.055], [-0.098, 0.337, 0.388], [-0.070, -0.037, -0.051], [-0.070, 0.080, -0.130], [-0.012, 0.024, 0.078], [0.038, 0.011, -0.008], [0.046, 0.050, 0.045], [0.025, 0.000, 0.012], [-0.008, -0.076, -0.209], [0.123, -0.160, -0.055]], "relative_energy_kj_mol": 0.0, "charge": 1}

---

[2]
{"formula": "C12H17N3OS", "method": "ωB97M-V with the def2-TZVPD basis set", "elements": ["O", "C", "N", "C", "N", "N", "C", "C", "H", "C", "C", "C", "H", "C", "H", "H", "H", "H", "H", "H", "H", "S", "H", "C", "H", "C", "H", "H", "C", "H", "H", "C", "H", "H"], "coordinates": [[-4.0236, -2.2676, 0.1974], [-3.1198, -1.3931, -0.0742], [-1.7667, -1.5840, 0.0879], [-0.7742, -0.9226, -0.0815], [-0.7752, 0.1606, -0.5933], [0.3679, 0.7570, -0.4680], [1.2781, -0.0847, -0.0354], [2.7844, 0.3977, -0.3380], [2.8422, 1.4388, -0.6468], [3.6798, -0.5812, -1.1303], [5.0126, -0.0337, -0.6638], [4.8779, 0.1235, 0.7296], [5.4177, -0.9886, 1.2849], [3.5096, 0.2903, 1.1867], [3.2879, 1.0335, 1.6784], [3.0269, -0.7273, 1.7580], [5.5814, 0.7572, 1.1541], [5.3919, 0.6061, -1.1153], [5.8539, -0.9439, -0.9835], [3.3612, -1.5306, -0.7960], [3.4258, -0.3440, -2.2695], [0.6588, -1.4617, 0.4205], [-1.7570, -2.5160, 0.4615], [-3.6649, 0.0749, -0.2736], [-2.9858, 0.5037, -1.5313], [-3.4490, 1.0619, 0.7097], [-2.7362, 1.5981, 0.6229], [-3.4182, 0.7200, 1.6611], [-5.0368, 1.4652, 0.4945], [-5.6246, 1.4599, 1.2852], [-4.9723, 2.5869, -0.1491], [-5.1291, 0.3106, -0.7330], [-5.3851, 0.6387, -1.5918], [-5.7393, -0.6059, -0.2581]], "forces_ev_per_a": [[4.372, 2.085, -1.137], [-5.287, 1.208, 1.145], [-12.085, -9.062, 2.058], [4.618, 0.332, 0.083], [-2.207, 7.071, -2.391], [2.925, 1.167, -1.216], [4.554, 6.827, -3.184], [-1.644, -2.280, 4.600], [-0.487, -0.154, -0.212], [-1.991, 4.160, -2.665], [-2.503, -15.145, 2.310], [3.636, -4.820, 5.444], [-1.809, 3.010, -1.409], [-1.600, -9.593, -6.058], [-2.068, 7.630, 5.270], [1.403, 2.838, -1.559], [1.104, 1.799, 0.696], [5.138, 11.169, -7.530], [-1.983, 2.262, 1.108], [0.430, -1.425, -0.039], [0.798, -1.147, 2.209], [2.850, -5.730, 2.748], [0.878, -0.599, 0.116], [2.677, -2.866, -9.242], [-1.505, -1.293, 3.729], [-11.029, -4.043, 1.543], [8.554, 7.651, -1.665], [0.277, -1.696, 3.201], [5.093, 3.369, -8.146], [-2.805, -0.011, 3.473], [-0.752, -3.037, 2.323], [1.066, -3.613, 11.950], [-1.466, 1.907, -5.883], [0.852, 2.027, -1.667]], "relative_energy_kj_mol": 1305.6, "charge": 0}

---

[3]
{"formula": "C19H19F3N3O6S", "method": "ωB97M-V with the def2-TZVPD basis set", "elements": ["O", "O", "O", "O", "O", "F", "F", "F", "N", "O", "S", "C", "C", "C", "C", "C", "C", "C", "C", "C", "C", "C", "C", "C", "N", "N", "C", "C", "C", "C", "C", "C", "H", "H", "H", "H", "H", "H", "H", "H", "H", "H", "H", "H", "H", "H", "H", "H", "H", "H", "H"], "coordinates": [[-0.8161, -0.1400, 3.7846], [-2.5170, 4.4881, 1.1755], [0.0074, -0.7237, -1.7620], [0.7348, 4.8446, -1.9421], [0.9606, 0.5260, -0.1923], [3.4156, -6.1954, -4.0615], [4.1429, -7.3404, -2.3200], [2.2419, -7.8987, -3.2807], [0.5124, -2.6867, 1.5645], [1.2074, -1.1441, 3.9504], [-1.6816, -2.7634, 0.1771], [-0.0017, -0.9532, 3.3580], [-1.6861, 3.7522, 1.6923], [-0.0006, 0.2111, -0.9300], [-0.0484, 4.7201, -1.0020], [-0.0003, -3.2018, 0.4688], [-1.5975, -1.7206, 1.5689], [-0.3630, -1.7812, 2.1700], [0.3031, -4.4808, -1.6680], [1.9899, -4.6556, 0.0454], [1.0357, -5.3567, -2.4762], [2.7247, -5.5299, -0.7603], [0.7625, -4.1292, -0.3883], [2.2529, -5.9028, -2.0325], [-0.7151, 5.7703, -0.5107], [-0.6133, 3.2649, 1.0733], [-1.8501, 3.3388, 3.1333], [3.0313, -6.8469, -2.9324], [-0.6398, 7.1303, -1.0365], [-1.3117, 0.9921, -0.7597], [-1.2000, 2.4639, -1.1949], [-0.2415, 3.3324, -0.3576], [1.2606, -0.4691, 4.6391], [-2.3890, -1.0544, 1.8917], [-0.6105, -4.0428, -2.0609], [2.3811, -4.3679, 1.0180], [0.6618, -5.5979, -3.4677], [3.6723, -5.9036, -0.3832], [-1.3866, 5.5695, 0.2224], [-0.0403, 2.6310, 1.6106], [-1.8583, 2.2512, 3.1909], [-1.0192, 3.7307, 3.7147], [-2.7918, 3.7312, 3.5115], [-1.1882, 7.1825, -1.9779], [-1.0748, 7.8310, -0.3236], [0.4026, 7.3966, -1.2204], [-1.6402, 0.9386, 0.2806], [-2.0952, 0.5230, -1.3601], [-0.8715, 2.4835, -2.2350], [-2.1954, 2.9089, -1.1599], [0.7436, 2.8741, -0.4454]], "forces_ev_per_a": [[1.162, -0.649, -0.177], [-0.378, 0.476, -0.452], [-0.396, -0.071, -0.242], [-0.280, -0.287, 0.152], [-0.034, 0.687, 0.541], [-0.019, -0.836, 0.366], [-0.654, 0.189, -0.685], [0.732, 0.324, -0.227], [-0.612, 0.525, -0.591], [-0.825, -0.170, -0.887], [0.927, 0.816, 1.081], [-1.073, 0.654, 0.243], [-0.440, -0.146, 0.414], [0.353, -0.860, -0.001], [0.736, 0.142, -0.431], [0.074, 0.393, 1.356], [0.385, -0.068, -0.055], [0.447, -1.342, -0.958], [0.458, -0.252, 0.017], [-0.082, -0.103, -0.258], [0.206, 0.025, 0.297], [-0.336, 0.075, -0.296], [0.163, -0.333, -0.504], [-0.213, 0.505, 0.676], [-0.583, 0.522, 0.927], [1.009, 0.062, -0.415], [-0.008, -0.190, -0.084], [-0.503, 0.725, 0.774], [0.244, -0.774, -0.145], [-0.072, 0.391, -0.131], [-0.173, -0.071, -0.043], [-0.272, -0.215, -0.213], [-0.066, 0.059, 0.085], [-0.020, -0.271, -0.234], [0.140, -0.023, 0.074], [-0.158, -0.012, -0.179], [0.065, 0.005, 0.134], [-0.147, -0.022, -0.161], [-0.180, 0.048, -0.198], [0.026, -0.101, -0.168], [0.113, -0.077, 0.220], [0.058, -0.076, 0.192], [0.108, 0.031, -0.051], [0.055, 0.205, -0.085], [0.002, -0.168, 0.018], [-0.089, 0.009, -0.044], [0.091, 0.028, 0.153], [0.099, 0.005, -0.045], [0.102, 0.139, -0.013], [-0.080, 0.144, -0.004], [-0.061, -0.069, 0.254]], "total_energy_ha": -2049.10313, "charge": -1}

---

[4]
{"formula": "C3H9N2O", "method": "ωB97M-V with the def2-TZVPD basis set", "elements": ["C", "C", "C", "N", "N", "O", "H", "H", "H", "H", "H", "H", "H", "H", "H"], "coordinates": [[-1.6311, -0.8880, 0.8176], [-0.5725, -0.9587, 0.0174], [0.7026, -0.2026, 0.2650], [-0.1003, 1.3349, -0.9178], [1.8053, -0.5013, -0.3787], [0.7746, 0.4057, 1.3854], [-2.5784, -1.4082, 0.6391], [-1.6522, -0.2700, 1.6871], [-0.3770, -1.7084, -0.8551], [-0.1527, 2.1004, -0.2811], [0.5860, 1.6508, -1.4906], [2.6091, -0.1021, -0.0034], [-1.0531, 1.1754, -1.4045], [1.7593, -1.0733, -1.3060], [-0.1196, 0.4453, 1.8254]], "forces_ev_per_a": [[-0.081, -0.672, -1.159], [1.232, -2.108, -1.400], [-2.669, -1.597, -0.888], [-3.935, -0.846, 0.692], [-1.437, -2.058, -2.343], [0.077, 1.299, 2.070], [0.610, -0.019, -0.019], [-0.117, 0.496, 0.551], [-1.237, 1.436, 1.522], [-0.804, 0.612, 0.809], [2.305, 0.764, -3.019], [1.988, 0.485, 0.130], [2.319, 0.670, 0.905], [0.423, 1.606, 2.647], [1.324, -0.068, -0.499]], "relative_energy_kj_mol": 229.5, "charge": 1}

---

Number 1: F_max 0.032 Eh/bohr. Number 2: F_max 0.302 Eh/bohr. Number 3: F_max 0.033 Eh/bohr. Number 4: F_max 0.079 Eh/bohr.